Entry 1:
Here is a 2-piece molecular cluster, C3H9N4 overall in a non-equilibrium geometry from the Open Molecules 2025 dataset. Energies are from ωB97M-V with the def2-TZVPD basis set.

CARTESIAN COORDINATES (ANGSTROEM)
C1 1.4482 -0.6808 -0.4931
C2 1.7196 -0.5068 0.9244
C3 -2.0355 1.4062 -0.2871
N1 -1.9723 -0.8699 0.1048
N2 -1.8555 -1.9505 0.4724
N3 0.3203 -0.6378 -1.0343
N4 -2.4153 0.1726 0.1589
H1 2.3462 -0.6241 -1.1695
H2 0.7966 -0.4278 1.5399
H3 2.3744 0.3174 1.1205
H4 2.2847 -1.3392 1.2430
H5 -1.0543 1.3092 -0.7434
H6 -1.8623 2.0568 0.6128
H7 -2.8201 1.9299 -0.8590
H8 -1.5498 -2.8919 0.3487
H9 0.2116 -0.7287 -2.1003

LUMO energy, eV: -5.09
Max |F|, eV Å⁻¹: 4.07
HOMO level, eV: -14.02
Total charge: +1
Multiplicity: 1
Kohn-Sham gap, eV: 8.93



Entry 2:
Here is a 2-piece molecular cluster, C9H14O overall in a non-equilibrium geometry from the Open Molecules 2025 dataset. Energies are from ωB97M-V with the def2-TZVPD basis set.

CARTESIAN COORDINATES (ANGSTROEM)
C1 -2.9229 -1.7521 2.1319
C2 -2.1804 -0.7234 1.3195
C3 -0.8933 -1.0583 0.8529
C4 -0.2091 -0.1784 0.0181
C5 -0.6986 1.1217 -0.0397
O1 -0.0297 2.0250 -0.8423
C6 -1.9986 1.4524 0.3441
C7 -2.7613 0.4700 0.9879
H1 -2.3027 -2.2727 2.8963
H2 -3.3526 -2.5349 1.4768
H3 -3.7711 -1.3161 2.6647
H4 -0.5049 -2.0629 1.0398
H5 0.6801 -0.4137 -0.5642
H6 -0.3872 2.9129 -0.7331
H7 -2.4234 2.4479 0.3756
H8 -3.7215 0.7654 1.4101
C8 3.1241 0.7507 -2.0393
C9 3.7390 -0.4878 -1.3180
H9 2.2255 0.5089 -2.6101
H10 2.8855 1.5678 -1.3827
H11 3.8725 1.2016 -2.6837
H12 3.3809 -1.4561 -1.6550
H13 3.4306 -0.3406 -0.2755
H14 4.8191 -0.6276 -1.3741

LUMO energy, eV: 0.89
Max |F|, eV Å⁻¹: 2.56
HOMO level, eV: -8.36
Multiplicity: 1
Kohn-Sham gap, eV: 9.24



Entry 3:
Here is C2H12N2O2 as an isolated structure in a non-equilibrium geometry from the Open Molecules 2025 dataset. Energies are from ωB97M-V with the def2-TZVPD basis set.

CARTESIAN COORDINATES (ANGSTROEM)
C1 0.0905 -1.0189 -1.2185
N1 0.2497 0.3888 -1.1674
C2 1.5502 0.8128 -0.5909
N2 1.8442 0.3216 0.7521
H1 -0.8444 -1.2135 -1.7592
H2 0.8505 -1.4184 -1.9073
H3 0.0835 -1.5582 -0.2386
H4 -0.5494 0.8419 -0.7424
H5 1.5464 1.9038 -0.5497
H6 2.2196 0.4398 -1.3607
H7 1.0093 -0.0434 1.2924
H8 2.5904 -0.3615 0.7083
H9 -0.5900 0.1297 2.3070
H10 -0.8686 0.7502 2.7810
O1 -0.4179 -0.5899 1.3753
H11 -2.0236 -0.1957 0.8188
H12 -3.4771 0.3496 0.3638
O2 -2.5904 0.1693 0.0969

LUMO energy, eV: -3.45
Max |F|, eV Å⁻¹: 1.88
HOMO level, eV: -8.72
Multiplicity: 1
Kohn-Sham gap, eV: 5.27



Entry 4:
Here is a 2-piece molecular cluster, C4H6O2 overall from the Open Molecules 2025 dataset. Energies are from ωB97M-V with the def2-TZVPD basis set.

CARTESIAN COORDINATES (ANGSTROEM)
C1 -1.3268 -0.6787 -1.6873
C2 -1.2108 0.6046 -1.4322
O1 -1.0883 1.7470 -1.2211
H1 -1.3945 -1.0276 -2.7091
H2 -1.4103 -1.3576 -0.8504
C3 1.4532 -0.1320 0.8148
C4 0.2248 0.3811 1.5092
O2 -0.8754 -0.1086 1.3855
H3 1.2156 -1.0064 0.2031
H4 2.2094 -0.3894 1.5651
H5 1.8643 0.6631 0.1825
H6 0.3664 1.2635 2.1699

LUMO energy, eV: 0.94
Max |F|, eV Å⁻¹: 0.99
HOMO level, eV: -9.15
Multiplicity: 1
Kohn-Sham gap, eV: 10.10



Entry 5:
Here is C35H36N4O9S3Tl as an isolated structure from the Open Molecules 2025 dataset. Energies are from ωB97M-V with the def2-TZVPD basis set.

CARTESIAN COORDINATES (ANGSTROEM)
Tl1 0.3914 0.0377 -0.3754
C1 -1.8434 5.9419 1.2761
C2 -2.7339 4.7070 1.3032
N1 -2.9553 4.1219 -0.0119
C3 -4.0621 4.6561 -0.8061
C4 -3.6086 5.6046 -1.9093
C5 -2.1623 3.1338 -0.5095
S1 -0.7563 2.6961 0.3600
N2 -2.5706 2.6874 -1.7085
C6 -2.2822 1.4991 -2.2254
O1 -1.7881 0.4924 -1.6797
C7 -2.6712 1.3655 -3.6818
C8 -2.0987 0.3562 -4.4486
C9 -2.4317 0.2124 -5.7874
C10 -3.3544 1.0709 -6.3699
C11 -3.9315 2.0793 -5.6094
C12 -3.5853 2.2304 -4.2745
H1 -1.7038 6.3285 2.2879
H2 -2.2816 6.7354 0.6679
H3 -0.8671 5.6833 0.8665
H4 -3.7155 4.9536 1.7145
H5 -2.2871 3.9465 1.9408
H6 -4.7198 5.1797 -0.1108
H7 -4.6308 3.8312 -1.2313
H8 -3.0851 6.4690 -1.4986
H9 -4.4738 5.9654 -2.4710
H10 -2.9399 5.0864 -2.5948
H11 -1.3761 -0.2989 -3.9808
H12 -1.9687 -0.5688 -6.3782
H13 -3.6211 0.9561 -7.4135
H14 -4.6533 2.7509 -6.0581
H15 -4.0193 3.0146 -3.6690
O2 0.6381 -2.8025 -1.7724
S2 -0.4467 -3.8027 -1.5008
C13 -1.9915 -3.0645 -2.1270
C14 -3.0230 -3.1393 -1.0109
C15 -2.2463 -2.7702 0.2489
C16 -0.9786 -3.6147 0.2353
H16 -2.2750 -3.5541 -3.0573
H17 -1.7150 -2.0252 -2.3205
H18 -3.4373 -4.1492 -0.9296
H19 -3.8472 -2.4510 -1.2013
H20 -2.8163 -2.9222 1.1661
H21 -1.9743 -1.7159 0.2026
H22 -1.1505 -4.6225 0.6182
H23 -0.1441 -3.1611 0.7745
O3 3.3338 1.1314 -0.1711
S3 4.4396 0.1489 0.0229
C17 3.7919 -1.1629 1.0712
C18 2.8029 -0.7974 1.9735
C19 2.2608 -1.7511 2.8255
C20 2.7315 -3.0548 2.7837
C21 3.7381 -3.4098 1.8944
C22 4.2718 -2.4666 1.0299
C23 4.6157 -0.7993 -1.4843
C24 5.8412 -0.7551 -2.1295
C25 6.0056 -1.4332 -3.3322
C26 4.9408 -2.1339 -3.8772
C27 3.7116 -2.1683 -3.2252
C28 3.5434 -1.5012 -2.0250
H24 2.4227 0.2165 1.9726
H25 1.4373 -1.4940 3.4782
H26 2.2935 -3.8004 3.4352
H27 4.0963 -4.4312 1.8553
H28 5.0376 -2.7520 0.3204
H29 6.6592 -0.1949 -1.6923
H30 6.9605 -1.4076 -3.8415
H31 5.0667 -2.6582 -4.8165
H32 2.8782 -2.7203 -3.6400
H33 2.5911 -1.5534 -1.5136
O4 -0.9206 -1.2448 4.0392
C29 -1.1827 -0.7041 2.9566
O5 -0.5229 -0.7591 1.8865
C30 -2.4705 0.1219 2.9059
C31 -3.0713 0.5073 4.0981
C32 -4.2605 1.2113 4.0606
C33 -4.9170 1.5126 2.8811
C34 -4.3030 1.0896 1.7219
C35 -3.0826 0.4387 1.7008
N3 -5.0200 1.2977 0.4507
O6 -4.7676 0.5406 -0.4613
O7 -5.8554 2.1825 0.4116
N4 -4.8871 1.6368 5.3283
O8 -4.2934 1.4049 6.3606
O9 -5.9663 2.1959 5.2659
H34 -2.6019 0.2371 5.0323
H35 -5.8571 2.0399 2.8684
H36 -2.6283 0.1793 0.7541

LUMO energy, eV: 1.71
Max |F|, eV Å⁻¹: 0.21
HOMO level, eV: -5.11
Total charge: -1
Multiplicity: 1
Kohn-Sham gap, eV: 6.82



Entry 6:
Here is C23H49IN2O5 as an isolated structure from the Open Molecules 2025 dataset. Energies are from ωB97M-V with the def2-TZVPD basis set.

CARTESIAN COORDINATES (ANGSTROEM)
C1 -4.7631 0.6022 -4.6229
C2 -3.2935 0.8912 -4.5873
O1 -2.7821 1.9091 -4.9879
O2 -2.5743 -0.1535 -4.1061
C3 -1.4002 0.1739 -3.3328
C4 -1.4098 -0.6224 -2.0266
C5 -1.9474 0.0945 -0.7757
C6 -1.1584 -0.3024 0.4884
C7 -0.7962 0.8311 1.4506
C8 0.0775 1.9718 0.8959
C9 -0.7043 3.2403 0.4635
C10 -0.6301 3.4829 -1.0424
O3 -1.6724 4.3453 -1.5410
C11 -2.9175 3.8579 -1.3951
O4 -3.3654 2.9013 -1.9640
O5 -3.5829 4.6147 -0.5027
I1 -5.5422 4.7899 -0.8448
H1 -5.0982 0.1719 -3.6817
H2 -5.2945 1.5197 -4.8569
H3 -4.9571 -0.1296 -5.4109
H4 -0.5321 -0.1236 -3.9241
H5 -1.3747 1.2505 -3.1780
H6 -0.3958 -0.9912 -1.8590
H7 -2.0207 -1.5083 -2.2179
H8 -1.9927 1.1703 -0.9084
H9 -2.9781 -0.2373 -0.6296
H10 -0.2495 -0.8560 0.2393
H11 -1.7824 -1.0014 1.0556
H12 -1.6949 1.2539 1.9092
H13 -0.2395 0.3699 2.2731
H14 0.7563 2.2896 1.6885
H15 0.6908 1.6499 0.0493
H16 -1.7375 3.2036 0.8114
H17 -0.2429 4.1121 0.9340
H18 0.2991 3.9977 -1.2851
H19 -0.6368 2.5406 -1.5921
C12 4.9182 2.9118 -1.4723
C13 4.6245 3.8411 -0.3047
N1 4.0479 3.1542 0.8370
C14 3.5112 4.0570 1.8396
C15 4.4852 4.9815 2.5809
C16 4.8065 2.0236 1.3444
C17 6.2512 2.2693 1.8007
H20 4.0252 2.3536 -1.7569
H21 5.2455 3.4953 -2.3334
H22 5.7108 2.1992 -1.2427
H23 3.8972 4.5899 -0.6308
H24 5.5437 4.3937 -0.0523
H25 2.9583 3.4638 2.5740
H26 2.7592 4.6817 1.3455
H27 5.0809 4.4437 3.3168
H28 3.9245 5.7485 3.1186
H29 5.1636 5.4918 1.8970
H30 4.8217 1.2554 0.5677
H31 4.2348 1.5854 2.1664
H32 6.8025 2.8859 1.0894
H33 6.7766 1.3159 1.8814
H34 6.3022 2.7498 2.7762
C18 -3.2332 -4.1294 0.0699
C19 -2.8197 -5.5442 0.4393
N2 -1.3797 -5.7039 0.5339
C20 -0.9548 -7.0893 0.6147
C21 -1.3637 -7.9026 1.8493
C22 -0.7028 -4.7735 1.4206
C23 -1.1380 -4.7318 2.8920
H35 -2.7450 -3.8055 -0.8505
H36 -4.3119 -4.0905 -0.0884
H37 -2.9967 -3.4118 0.8568
H38 -3.1727 -6.2280 -0.3371
H39 -3.3441 -5.8329 1.3649
H40 0.1338 -7.1137 0.5160
H41 -1.3427 -7.5960 -0.2744
H42 -0.7908 -7.6232 2.7326
H43 -1.1796 -8.9630 1.6668
H44 -2.4236 -7.7899 2.0793
H45 -0.8166 -3.7693 1.0039
H46 0.3680 -4.9846 1.3646
H47 -2.2241 -4.7258 2.9945
H48 -0.7612 -3.8200 3.3598
H49 -0.7487 -5.5732 3.4632

LUMO energy, eV: -1.17
Max |F|, eV Å⁻¹: 0.86
HOMO level, eV: -8.15
Multiplicity: 1
Kohn-Sham gap, eV: 6.98



> Which of these has the lowest max |F|?

C35H36N4O9S3Tl